A molecular structure, C22H25N3O6, computed with the ωB97M-V functional and the def2-TZVPD basis.

Properties
HOMO energy, eV: -8.163
Orbital gap, Ha: 0.292
Total charge: 0
2S+1: 1
LUMO level, Ha: -0.008

CARTESIAN COORDINATES (ANGSTROEM)
C -7.10364 -0.82013 1.75978
H -7.68638 0.02055 1.68797
H -6.95312 -1.20641 2.62397
H -7.43927 -1.56066 0.88973
O -5.80983 -0.56267 1.23450
C -5.73372 0.18336 0.27902
O -6.68245 0.36972 -0.36113
C -4.29678 0.70631 -0.13264
C -3.31988 0.47766 0.82393
C -1.93263 0.80229 0.64159
C -1.73422 1.66836 -0.53820
C -2.79049 1.82864 -1.57899
C -3.95589 1.15335 -1.31816
H -4.75545 1.60868 -1.87037
H -2.46278 2.23353 -2.52442
N -0.41692 1.85131 -0.70553
C 0.42757 1.30172 -1.82689
O 1.47590 1.84907 -2.01621
C -0.04255 0.39960 -2.76325
N 0.26343 -0.87018 -1.92542
C -0.59673 -1.70336 -1.41140
O -1.87180 -1.43286 -1.12562
C 0.12070 -2.67170 -0.54376
C -0.46080 -3.70487 0.38977
C 0.69388 -4.35460 0.42390
C 1.88660 -3.94953 0.08552
O 1.48502 -3.10755 -0.67180
H 2.88031 -4.06471 0.12347
H 0.58502 -5.40643 1.43334
H -1.39946 -3.92047 0.52231
H 1.29632 -0.98033 -2.04422
H -1.26590 0.22830 -2.86804
H 0.31064 0.38553 -3.68404
C 0.24738 2.66761 0.10556
H 0.81034 3.47763 -0.42149
H -0.47812 3.47840 0.74300
C 1.22271 2.03059 0.91375
O 0.83911 1.70851 2.46386
N 2.38123 1.80431 0.57504
H 2.44604 2.11932 -0.32066
C 3.47081 0.86546 1.38277
H 2.90439 0.90406 2.49154
C 4.68436 1.55571 1.19051
C 5.48396 0.68846 0.10258
C 4.93659 -0.53931 0.20445
H 5.40481 -1.30687 -0.59086
C 3.62565 -0.53476 0.56356
H 3.24858 -1.38231 1.14825
H 3.04364 -0.29724 -0.53842
H 5.38748 -0.96772 1.20665
H 6.63989 0.97034 0.12310
H 5.26502 1.23099 -0.96391
H 4.89482 2.72508 0.84992
H 5.35477 1.39206 2.21703
H -1.07109 0.60713 1.48902
H -3.45708 0.05102 2.05605

Cartesian forces (eV/Å) of the 6 atoms listed first:
C -0.0477 -1.6869 -8.5283
H -1.4511 1.9732 0.1594
H 0.5728 -2.6476 5.6229
H -0.4414 1.0895 2.5084
O 2.3808 -2.9466 7.1971
C 4.4551 2.7954 -4.2737

---

A molecular structure, C22H25N3O6P2Rh, computed with the ωB97M-V functional and the def2-TZVPD basis.

Properties
HOMO energy (alpha / beta), eV: -7.160 / -11.705
Orbital gap (alpha / beta), Ha: 0.158 / 0.244
Total charge: +1
2S+1: 5
LUMO level (alpha / beta), Ha: -0.105 / -0.186

CARTESIAN COORDINATES (ANGSTROEM)
Rh -2.13518 0.78661 -0.36944
O 4.68536 1.78636 -2.15355
C 3.90604 1.14663 -2.78749
O 3.24862 0.47142 -3.48087
C -4.43501 1.01313 -2.93987
O -3.31821 0.85476 -2.53085
O -5.49157 1.12063 -3.47222
O -3.23558 4.25965 0.94791
C -2.99049 3.06222 0.96369
O -3.48009 2.26950 0.00012
C -2.28797 2.38585 2.12404
P -0.87329 1.45240 1.43534
C -0.07320 0.35878 2.67206
C 1.34317 0.07174 2.79062
C 1.71829 -1.01534 3.56003
C 0.82968 -1.87926 4.24071
C -0.51933 -1.59071 4.03913
C -0.97524 -0.44600 3.33935
C 0.35141 2.68534 0.89178
C 1.23474 3.16171 1.83964
C 2.30603 3.94386 1.45141
C 2.55165 4.23743 0.11169
C 1.60045 3.79658 -0.83371
C 0.43330 3.19600 -0.40094
H -3.09473 1.69705 2.51192
H -2.03905 3.19134 2.84078
H 2.08702 0.72578 2.28938
H 2.82582 -1.08618 3.81645
H 1.22263 -2.71724 4.77585
H -1.26542 -2.21470 4.51163
H -2.03181 -0.20967 3.30860
H 1.09179 3.07787 2.91688
H 3.08973 4.25871 2.11796
H 3.37058 4.83712 -0.25438
H 1.77662 3.86048 -1.93541
H -0.41126 3.09256 -1.15315
C -0.14924 -2.81580 -3.21059
N -1.00104 -3.33821 -2.09744
C -0.18784 -3.93928 -0.89499
N 0.89659 -3.04670 -0.53641
C 1.69381 -2.61822 -1.67972
N 0.95976 -1.92468 -2.75396
C 0.30038 -0.66506 -2.25753
P -0.86917 -0.92553 -0.82469
C -1.90648 -2.22869 -1.62673
C 0.33154 -1.85123 0.19310
H -0.78124 -2.26139 -3.94433
H 0.26506 -3.77083 -3.70379
H -1.60246 -4.03570 -2.45145
H 0.26143 -4.93029 -1.21130
H -0.90388 -4.00806 -0.05422
H 2.36164 -3.37626 -2.09774
H 2.36556 -1.89013 -1.26826
H -0.09059 -0.10467 -3.13425
H 1.11438 -0.06156 -1.83706
H -2.49127 -1.79145 -2.49847
H -2.62766 -2.66952 -0.88368
H -0.16741 -2.15341 1.09134
H 1.21262 -1.23575 0.49710

Cartesian forces (eV/Å) of the 6 atoms listed first:
Rh -1.4649 1.4533 0.2870
O -2.4995 -1.5747 -1.4347
C 2.2760 0.8050 0.4572
O 0.2258 0.8044 1.0155
C -0.3248 -0.1241 -1.3579
O -3.3421 0.3616 -1.3544

---

Copy entry 1 word for word.
A molecular structure, C22H25N3O6, computed with the ωB97M-V functional and the def2-TZVPD basis.

Properties
HOMO energy, eV: -8.163
Orbital gap, Ha: 0.292
Total charge: 0
2S+1: 1
LUMO level, Ha: -0.008

CARTESIAN COORDINATES (ANGSTROEM)
C -7.10364 -0.82013 1.75978
H -7.68638 0.02055 1.68797
H -6.95312 -1.20641 2.62397
H -7.43927 -1.56066 0.88973
O -5.80983 -0.56267 1.23450
C -5.73372 0.18336 0.27902
O -6.68245 0.36972 -0.36113
C -4.29678 0.70631 -0.13264
C -3.31988 0.47766 0.82393
C -1.93263 0.80229 0.64159
C -1.73422 1.66836 -0.53820
C -2.79049 1.82864 -1.57899
C -3.95589 1.15335 -1.31816
H -4.75545 1.60868 -1.87037
H -2.46278 2.23353 -2.52442
N -0.41692 1.85131 -0.70553
C 0.42757 1.30172 -1.82689
O 1.47590 1.84907 -2.01621
C -0.04255 0.39960 -2.76325
N 0.26343 -0.87018 -1.92542
C -0.59673 -1.70336 -1.41140
O -1.87180 -1.43286 -1.12562
C 0.12070 -2.67170 -0.54376
C -0.46080 -3.70487 0.38977
C 0.69388 -4.35460 0.42390
C 1.88660 -3.94953 0.08552
O 1.48502 -3.10755 -0.67180
H 2.88031 -4.06471 0.12347
H 0.58502 -5.40643 1.43334
H -1.39946 -3.92047 0.52231
H 1.29632 -0.98033 -2.04422
H -1.26590 0.22830 -2.86804
H 0.31064 0.38553 -3.68404
C 0.24738 2.66761 0.10556
H 0.81034 3.47763 -0.42149
H -0.47812 3.47840 0.74300
C 1.22271 2.03059 0.91375
O 0.83911 1.70851 2.46386
N 2.38123 1.80431 0.57504
H 2.44604 2.11932 -0.32066
C 3.47081 0.86546 1.38277
H 2.90439 0.90406 2.49154
C 4.68436 1.55571 1.19051
C 5.48396 0.68846 0.10258
C 4.93659 -0.53931 0.20445
H 5.40481 -1.30687 -0.59086
C 3.62565 -0.53476 0.56356
H 3.24858 -1.38231 1.14825
H 3.04364 -0.29724 -0.53842
H 5.38748 -0.96772 1.20665
H 6.63989 0.97034 0.12310
H 5.26502 1.23099 -0.96391
H 4.89482 2.72508 0.84992
H 5.35477 1.39206 2.21703
H -1.07109 0.60713 1.48902
H -3.45708 0.05102 2.05605

Cartesian forces (eV/Å) of the 6 atoms listed first:
C -0.0477 -1.6869 -8.5283
H -1.4511 1.9732 0.1594
H 0.5728 -2.6476 5.6229
H -0.4414 1.0895 2.5084
O 2.3808 -2.9466 7.1971
C 4.4551 2.7954 -4.2737